{
  "formula": "C4H8N3O",
  "method": "ωB97M-V/def2-TZVPD",
  "species": ["C", "C", "C", "C", "N", "N", "N", "O", "H", "H", "H", "H", "H", "H", "H", "H"],
  "coordinates": [[-0.014, 1.393, -0.290], [2.643, -1.716, 0.465], [-1.663, 0.223, -1.304], [-1.476, 0.256, 1.225], [0.704, 2.248, -0.715], [3.458, -2.570, 0.553], [-0.963, 0.576, -0.066], [1.712, -1.039, 0.236], [-0.990, 0.003, -2.192], [-2.429, -0.569, -1.047], [-2.395, 0.992, -1.669], [-0.675, 0.448, 2.038], [-2.449, 0.768, 1.432], [-1.539, -0.901, 1.278], [1.628, 2.507, -0.941], [4.448, -2.619, 0.997]],
  "forces_ev_per_a": [[1.864, 2.049, -1.153], [-0.983, 0.272, -0.540], [-2.501, -0.839, -1.648], [0.566, -2.221, 2.898], [-2.815, -2.088, 1.671], [3.784, -0.898, 1.518], [0.911, 1.231, -1.589], [-0.069, 0.534, 0.238], [-0.675, -0.157, 1.544], [1.543, 0.179, -0.385], [1.052, 0.118, 0.627], [-1.446, 0.210, -1.405], [0.934, -0.528, -0.150], [-0.421, 1.938, -0.184], [1.059, -0.002, -0.229], [-2.804, 0.203, -1.214]],
  "nbo_charge": [0.803, 0.854, -0.443, -0.436, -0.502, -0.724, -0.400, -0.591, 0.257, 0.255, 0.237, 0.256, 0.246, 0.252, 0.470, 0.464],
  "homo_energy_ev": -14.2972,
  "charge": 1,
  "homo_lumo_gap_ha": 0.3823,
  "total_energy_ev": -10786.8925,
  "molar_mass_g_mol": 114.128
}